ORCA calculation (the ωB97M-V functional and the def2-TZVPD basis) on one molecule with the formula C2H6O2.

XYZ file:
```
10
Properties=species:S:1:pos:R:3:forces:R:3
O -0.049709 -1.642385 1.190649 -0.07 -0.27 -0.12
C 0.468383 -0.541945 0.543541 0.20 0.05 0.03
C 0.166568 1.487409 -0.796121 -0.36 0.12 -0.30
O -0.532833 0.003460 -0.360245 0.12 0.12 0.25
H -0.133393 -2.360618 0.550607 0.02 -0.03 0.15
H 0.734153 0.220034 1.275381 -0.12 -0.11 -0.09
H 1.317386 -0.740083 -0.114972 -0.13 -0.03 0.14
H -0.712702 2.111139 -0.549677 0.15 0.01 -0.08
H 0.094262 1.326023 -1.884429 -0.02 0.09 0.12
H -1.352116 0.136965 0.145267 0.21 0.05 -0.10
```
Positions in Å, forces in eV/Å.

M in g mol⁻¹: 62.07
HOMO energy in hartree: -0.2824
ΔE to the lowest compared entry with this formula, charge and spin in kcal/mol: 100.8
Energy in eV: -6261.8854
F_max in eV/A: 0.481
Spin multiplicity: 1